No. 1
C33H41N7O7OsS | ωB97M-V/def2-TZVPD

Values from the calculation:
* total charge: +2
* orbital gap: 0.236 Eh
* HOMO level: -12.1 eV
* molecular weight: 870.03 u
* DFT total energy: -72943.770 eV
* energy relative to the best compared isomer or geometry (same formula, charge and spin): 0.0 kcal per mole
* lowest unoccupied orbital energy: -5.6 eV

```
90
Properties=species:S:1:pos:R:3:mulliken_charge:R:1
Os -0.76021 -0.12287 -0.26073 4.316
O 1.33856 0.50622 -0.51621 -0.994
C 2.29302 1.21244 -0.86524 -1.142
C 0.08727 4.76029 -2.60815 0.736
O 0.58786 5.78949 -2.48429 -0.372
O -0.39903 3.70839 -2.73494 -0.393
C 2.44720 1.55415 -2.30429 1.239
C 2.82852 2.83142 -2.70288 -0.521
C 2.89087 3.14793 -4.05375 -0.816
C 2.61221 2.18185 -5.00991 -0.535
C 2.28163 0.88586 -4.61899 -0.836
C 2.19149 0.57874 -3.26932 -0.702
C 3.28698 1.69622 0.10073 0.533
C 4.60489 1.93171 -0.29206 -0.134
C 5.53706 2.34259 0.64580 -0.999
C 5.15167 2.54507 1.96417 -0.474
C 3.83446 2.32901 2.35557 -1.038
C 2.90484 1.89528 1.42882 -0.041
H 1.42488 -0.67237 1.31214 0.196
H 3.06811 3.58025 -1.95609 0.607
H 3.17943 4.14514 -4.36046 0.485
H 2.68897 2.42450 -6.06145 0.464
H 2.13895 0.11707 -5.36826 0.454
H 2.00996 -0.43911 -2.94029 0.768
H 4.90325 1.77307 -1.32150 0.543
H 6.56377 2.50848 0.35014 0.436
H 5.88060 2.87967 2.69017 0.430
H 3.54213 2.50853 3.38174 0.466
H 1.86840 1.73495 1.69994 0.484
N -1.74778 1.78187 -0.57033 -0.171
C -3.20660 1.66639 -0.27169 0.287
C -4.08538 2.55718 -1.14704 -1.200
C -3.86395 2.47723 -2.66176 -0.169
C -4.12596 1.12783 -3.33638 -1.170
N -3.16800 0.06625 -2.97041 0.002
C -1.87059 0.12820 -3.13492 -0.174
N -1.29249 1.06155 -3.87756 -0.033
N -1.05015 -0.75722 -2.45207 -0.873
C -3.65864 0.19944 -0.33491 -0.031
O -4.83078 -0.06605 -0.52049 -0.671
O -2.72762 -0.69493 -0.22650 -1.206
H -1.35709 2.52104 0.00904 0.505
H -1.61925 2.11912 -1.52187 -0.382
H -3.33885 1.96116 0.77128 0.540
H -3.94511 3.59958 -0.85066 0.440
H -5.11781 2.29747 -0.91403 0.451
H -2.87144 2.85827 -2.92470 0.040
H -4.55708 3.18038 -3.12687 0.451
H -4.13707 1.23446 -4.42308 0.451
H -5.09940 0.74406 -3.04019 0.492
H -3.51817 -0.68700 -2.38819 0.410
H -1.84157 1.69240 -4.43745 0.360
H -0.28441 1.15602 -3.89936 -0.188
H -1.47321 -1.67276 -2.22461 0.443
H -0.16126 -0.89170 -2.92094 0.221
C -2.44305 -2.10888 2.36542 -1.122
N -1.28459 -1.78532 3.18377 0.360
C -0.77754 -2.88449 3.99868 -1.360
C -0.76637 -0.54616 3.26498 0.452
S -0.69945 0.58886 1.96393 -0.572
N -0.28028 -0.16756 4.45618 0.149
C 0.60116 0.98063 4.62550 -1.028
C -0.89900 -0.62301 5.70544 -1.252
H -3.18386 -2.60246 2.99764 0.443
H -2.18844 -2.78284 1.54367 0.235
H -2.87083 -1.20835 1.94683 0.358
H -0.69090 -3.76564 3.36229 0.476
H -1.44660 -3.13347 4.82462 0.395
H 0.20540 -2.63605 4.39286 0.370
H 1.27894 1.06093 3.78339 0.277
H 1.17718 0.83293 5.53755 0.457
H 0.03123 1.90838 4.71098 0.356
H -1.84415 -1.11656 5.50082 0.404
H -1.09678 0.25223 6.32300 0.453
H -0.24343 -1.29767 6.25620 0.358
O 1.69810 -1.59848 1.53146 -0.631
C 0.93877 -2.43084 0.88141 0.228
N -0.01511 -2.06873 0.05623 0.679
C -0.55632 -3.27171 -0.50082 -0.248
O -1.35802 -3.28419 -1.39918 -0.760
C 0.11509 -4.42343 0.15937 0.441
C -0.04728 -5.78072 0.01820 -0.588
C 0.79924 -6.60100 0.77048 -0.597
C 1.77040 -6.06431 1.60510 -0.712
C 1.93638 -4.68254 1.73330 -0.191
C 1.08458 -3.88763 1.00131 0.155
H -0.79636 -6.19587 -0.64232 0.550
H 0.70095 -7.67545 0.69676 0.449
H 2.41378 -6.73014 2.16398 0.464
H 2.69907 -4.26466 2.37630 0.566
```



No. 2
C33H42Cl12N2OSSi | ωB97M-V/def2-TZVPD

Values from the calculation:
* total charge: 0
* orbital gap: 0.252 Eh
* HOMO level: -8.3 eV
* molecular weight: 968.30 u
* DFT total energy: -208884.108 eV
* lowest unoccupied orbital energy: -1.4 eV

```
92
Properties=species:S:1:pos:R:3:mulliken_charge:R:1
C -0.81483 6.63610 9.73114 -0.211
C -0.52948 7.12975 8.42830 -0.305
C -0.21511 7.13391 6.78640 -0.386
C -1.57172 6.98266 5.87841 -0.638
C -2.56924 5.73625 6.37783 -0.296
C -2.74298 4.77016 5.02345 0.246
N -1.45200 4.25801 4.44052 -0.431
C -1.72047 3.44860 3.20680 0.341
C -0.40260 2.83090 2.40675 -0.599
C -0.52396 1.93380 1.01605 -0.449
C -2.02193 1.62405 0.37969 0.279
C -2.31327 0.78958 -1.00384 0.562
C -1.34507 -0.51649 -1.23912 -0.097
C -0.81640 -0.45254 -2.82457 -0.593
C -0.14969 -1.87912 -3.28260 -0.419
C 1.31083 -1.76107 -4.01756 -0.577
C 2.36939 -0.73237 -3.30391 -0.151
C 3.92540 -1.21501 -3.63819 -0.149
C 4.69241 -1.60503 -2.23394 -0.470
Si 4.75677 -3.49490 -1.85438 0.114
C 6.42900 -3.81503 -0.91572 -0.907
C 4.80044 -4.61632 -3.43647 -0.677
C 3.32855 -4.13814 -0.72060 0.304
C 3.57480 -5.53016 0.15047 -0.438
C 2.37113 -6.13826 1.11614 -0.376
C 0.89983 -5.37903 1.27054 -0.541
C 0.67467 -4.00902 0.39645 -0.407
C 1.85332 -3.41502 -0.57598 0.328
C -3.30544 2.24467 1.19599 -0.339
O -4.65921 1.98480 0.64592 -0.333
C -3.19156 3.15800 2.58725 0.305
N -4.48373 3.62400 3.18976 -0.246
C -4.22263 4.44302 4.42530 -0.196
S -5.79451 5.10553 5.28825 -0.268
H -0.84441 6.16232 10.82640 0.327
H 0.52599 6.28688 6.46288 0.268
H 0.26038 8.19307 6.54132 0.287
H -1.26142 6.88704 4.75286 0.336
H -2.17033 8.01160 5.96671 0.319
H -2.13037 5.14256 7.29141 0.310
H -3.56471 6.25292 6.70615 0.273
H 0.67455 3.04205 2.83145 0.287
H 0.45030 1.54796 0.49297 0.299
H -2.12003 1.51828 -1.91372 0.312
H -3.44494 0.43336 -1.10136 -0.600
H -2.06383 -1.46808 -1.20731 0.164
H -0.45226 -0.60307 -0.47448 0.112
H -0.11328 0.47894 -2.91422 0.306
H -1.79102 -0.18519 -3.45795 0.245
H -0.13996 -2.68305 -2.39999 0.065
H -0.89151 -2.34424 -4.09398 0.408
H 1.80577 -2.84516 -3.94649 0.044
H 1.18008 -1.57380 -5.18869 0.338
H 2.18461 -0.55111 -2.15633 0.004
H 2.20229 0.32860 -3.82401 0.378
H 4.53136 -0.33633 -4.17200 0.000
H 3.83778 -2.14233 -4.38294 0.232
H 4.23664 -1.00313 -1.32432 0.353
H 5.81961 -1.23775 -2.32415 0.265
H 6.49563 -4.97656 -0.71263 0.217
H 7.36119 -3.46863 -1.55096 0.235
H 6.35724 -3.27671 0.13686 0.275
H 5.04459 -5.72432 -3.11706 0.297
H 3.74679 -4.64256 -3.95776 0.113
H 5.64425 -4.22504 -4.16707 0.212
H 4.58963 -6.12771 0.10829 0.100
H 2.52531 -7.13388 1.71365 0.276
H 0.03768 -5.80275 1.94304 0.350
H -0.35072 -3.42743 0.43115 0.222
H 1.67001 -2.44746 -1.20903 -0.080
H -4.93716 1.11874 1.07279 0.326
H -6.27690 6.15666 4.44273 0.178
C -6.38002 -0.15495 -2.37041 0.479
Cl -6.39230 0.04967 -4.13041 -0.137
Cl -7.91238 -0.84916 -1.81404 -0.116
Cl -5.01833 -1.17316 -1.87201 -0.125
H -6.26062 0.82921 -1.91017 -0.104
C 0.15622 -7.11982 -2.59637 -0.139
Cl 1.40783 -6.54572 -3.71150 -0.116
Cl 0.26291 -6.26505 -1.04795 0.040
Cl -1.45297 -6.91681 -3.30954 -0.149
H 0.32005 -8.18492 -2.41371 0.358
C -8.19717 3.43113 1.15720 0.195
Cl -9.74257 2.78306 1.73284 -0.130
Cl -7.44597 2.31593 0.00324 -0.040
Cl -8.42705 5.02639 0.42122 -0.132
H -7.52881 3.54076 2.01505 0.078
C 7.66269 0.15736 -5.50226 -0.053
Cl 7.72968 -1.34095 -4.55876 -0.070
Cl 6.22737 0.17481 -6.54108 -0.113
Cl 7.67230 1.56830 -4.43058 -0.122
H 8.54953 0.20293 -6.13951 0.364
```



Q: Among the records above, which one has the highest DFT total energy?
A: C33H41N7O7OsS